--- i ---
Below is a cluster of 2 separate species, C3H9NO3 in total, with properties calculated with ωB97M-V/def2-TZVPD.

Element x y z (Å)
C (-1.573, -1.533, 1.401)
N (-0.676, -1.916, 0.625)
O (0.317, -0.780, 0.063)
C (1.336, -1.454, -0.679)
H (-1.902, -0.491, 1.492)
H (-2.203, -2.275, 1.882)
H (1.123, -2.518, -0.763)
H (1.384, -1.030, -1.682)
H (2.295, -1.342, -0.159)
O (0.112, 2.283, -1.545)
C (0.355, 2.001, -0.215)
O (-0.791, 1.805, 0.529)
H (-0.705, 2.779, -1.636)
H (0.956, 2.798, 0.237)
H (0.849, 0.840, -0.141)
H (-0.877, 0.833, 0.592)

HOMO: -9.677 eV
Kohn-Sham gap: 0.3836 Ha
SMILES string: C=NOC.OCO

Partial charges, natural (NBO), in e: number 1, C, carries -0.126; number 2, N, carries -0.099; number 3, O, carries -0.485; number 4, C, carries -0.262; number 5, H, carries 0.181; number 6, H, carries 0.217; number 7, H, carries 0.209; number 8, H, carries 0.196; number 9, H, carries 0.184; number 10, O, carries -0.741; number 11, C, carries 0.217; number 12, O, carries -0.738; number 13, H, carries 0.475; number 14, H, carries 0.131; number 15, H, carries 0.169; number 16, H, carries 0.473

---

--- ii ---
Below is an isolated molecule of C3H9NO3, with properties calculated with ωB97M-V/def2-TZVPD.

Element x y z (Å)
C (1.092, 0.184, 1.145)
C (0.017, -0.121, 0.169)
O (-1.115, -0.255, 0.928)
C (0.276, -1.345, -0.669)
O (-0.794, -1.526, -1.633)
O (-0.151, 0.969, -0.864)
N (-0.614, 2.172, -0.361)
H (0.663, 0.373, 2.184)
H (1.748, 1.048, 0.817)
H (1.743, -0.775, 1.068)
H (-1.718, -0.763, 0.293)
H (1.129, -1.385, -1.449)
H (0.275, -2.274, -0.058)
H (-1.010, -0.625, -2.045)
H (-0.037, 2.498, 0.371)
H (-1.506, 1.827, 0.103)

HOMO: -9.905 eV
Kohn-Sham gap: 0.3936 Ha
SMILES string: C[C@](O)(CO)ON

Partial charges, natural (NBO), in e: number 1, C, carries -0.665; number 2, C, carries 0.435; number 3, O, carries -0.708; number 4, C, carries -0.128; number 5, O, carries -0.753; number 6, O, carries -0.442; number 7, N, carries -0.489; number 8, H, carries 0.243; number 9, H, carries 0.231; number 10, H, carries 0.226; number 11, H, carries 0.487; number 12, H, carries 0.214; number 13, H, carries 0.202; number 14, H, carries 0.490; number 15, H, carries 0.321; number 16, H, carries 0.334

---

So which one is most stable? That would be ii, about 0.0557 hartree below the next structure.

---

--- i ---
Below is a structure of composition C6H8S, with properties calculated with ωB97M-V/def2-TZVPD.

Element x y z (Å)
C (-0.686, 0.330, 1.602)
C (0.820, 1.002, 0.015)
C (0.265, 0.839, -1.412)
C (-0.195, -0.347, -1.585)
C (-0.202, -1.255, -0.345)
C (0.383, -0.303, 0.712)
H (-1.656, 0.012, 1.198)
H (-0.792, 0.108, 2.657)
H (1.932, 1.295, 0.005)
H (0.385, 1.549, -2.217)
H (-0.575, -0.850, -2.573)
H (0.513, -2.081, -0.515)
H (-1.166, -1.660, 0.029)
H (1.223, -0.644, 1.283)
S (-0.247, 2.005, 1.145)

HOMO: -8.413 eV
Kohn-Sham gap: 0.3464 Ha

Partial charges, natural (NBO), in e: number 1, C, carries -0.518; number 2, C, carries -0.321; number 3, C, carries -0.223; number 4, C, carries -0.168; number 5, C, carries -0.442; number 6, C, carries -0.240; number 7, H, carries 0.197; number 8, H, carries 0.220; number 9, H, carries 0.227; number 10, H, carries 0.222; number 11, H, carries 0.213; number 12, H, carries 0.214; number 13, H, carries 0.218; number 14, H, carries 0.220; number 15, S, carries 0.180

---

--- ii ---
Below is an isolated molecule of C6H8S, with properties calculated with ωB97M-V/def2-TZVPD.

Element x y z (Å)
C (-0.884, -1.419, -1.028)
C (-0.321, -0.244, -0.335)
C (0.888, 0.234, -0.804)
C (1.350, 1.202, -0.059)
C (0.368, 1.545, 1.025)
C (-0.833, 0.560, 0.764)
S (-1.770, 1.337, -0.620)
H (-0.574, -2.343, -0.585)
H (-0.378, -1.429, -2.001)
H (-2.025, -1.402, -1.131)
H (1.378, -0.258, -1.627)
H (2.177, 1.744, -0.367)
H (0.750, 1.262, 2.048)
H (0.058, 2.556, 1.003)
H (-1.475, 0.151, 1.482)

HOMO: -8.097 eV
Kohn-Sham gap: 0.3000 Ha
SMILES string: C[C@]12C=CC[C@H]1S2

Partial charges, natural (NBO), in e: number 1, C, carries -0.645; number 2, C, carries 0.109; number 3, C, carries -0.270; number 4, C, carries -0.096; number 5, C, carries -0.440; number 6, C, carries -0.327; number 7, S, carries -0.160; number 8, H, carries 0.220; number 9, H, carries 0.218; number 10, H, carries 0.254; number 11, H, carries 0.220; number 12, H, carries 0.211; number 13, H, carries 0.220; number 14, H, carries 0.244; number 15, H, carries 0.241

---

So which one is most stable? That would be i, about 0.0254 hartree below the next structure.

---

--- i ---
Below is an isolated molecule of C2H6N2O, with properties calculated with ωB97M-V/def2-TZVPD.

Element x y z (Å)
C (1.566, -0.154, -0.710)
N (0.447, -0.038, 0.193)
C (-0.882, -0.062, -0.056)
N (-1.664, 0.171, 1.104)
O (-1.384, -0.318, -1.140)
H (1.962, -1.174, -0.702)
H (2.358, 0.535, -0.440)
H (1.220, 0.069, -1.705)
H (0.648, -0.062, 1.171)
H (-1.654, 1.136, 1.388)
H (-2.617, -0.103, 0.898)

HOMO: -9.673 eV
Kohn-Sham gap: 0.3888 Ha
SMILES string: CNC(N)=O

Partial charges, natural (NBO), in e: number 1, C, carries -0.410; number 2, N, carries -0.619; number 3, C, carries 0.771; number 4, N, carries -0.878; number 5, O, carries -0.644; number 6, H, carries 0.193; number 7, H, carries 0.199; number 8, H, carries 0.227; number 9, H, carries 0.391; number 10, H, carries 0.380; number 11, H, carries 0.389

---

--- ii ---
Below is an isolated molecule of C2H6N2O, with properties calculated with ωB97M-V/def2-TZVPD.

Element x y z (Å)
C (-1.034, -1.342, 0.790)
N (-0.963, -0.104, 0.009)
C (0.234, 0.480, -0.058)
N (0.584, 1.166, -1.183)
O (1.277, 0.033, 0.564)
H (-1.765, -1.243, 1.640)
H (-1.416, -2.216, 0.133)
H (-0.013, -1.598, 1.355)
H (-1.243, -0.306, -0.927)
H (0.087, 1.862, -1.579)
H (1.588, 0.975, -1.317)

HOMO: -9.523 eV
Kohn-Sham gap: 0.3811 Ha
SMILES string: CNC(N)=O

Partial charges, natural (NBO), in e: number 1, C, carries -0.447; number 2, N, carries -0.629; number 3, C, carries 0.759; number 4, N, carries -0.853; number 5, O, carries -0.687; number 6, H, carries 0.198; number 7, H, carries 0.201; number 8, H, carries 0.257; number 9, H, carries 0.390; number 10, H, carries 0.385; number 11, H, carries 0.425

---

So which one is most stable? That would be i, about 0.0486 hartree below the next structure.